{"formula": "C27H51Cl2NO14S5", "method": "ωB97M-V/def2-TZVPD", "symbols": ["Cl", "Cl", "S", "S", "S", "S", "S", "O", "O", "O", "O", "O", "O", "O", "O", "O", "O", "O", "O", "O", "O", "N", "C", "C", "C", "C", "C", "C", "C", "C", "C", "C", "C", "C", "C", "C", "C", "C", "C", "C", "C", "C", "C", "C", "C", "C", "C", "C", "C", "H", "H", "H", "H", "H", "H", "H", "H", "H", "H", "H", "H", "H", "H", "H", "H", "H", "H", "H", "H", "H", "H", "H", "H", "H", "H", "H", "H", "H", "H", "H", "H", "H", "H", "H", "H", "H", "H", "H", "H", "H", "H", "H", "H", "H", "H", "H", "H", "H", "H", "H"], "coordinates": [[-2.53, -1.77, 2.85], [0.04, -1.70, -0.46], [5.99, -3.54, -4.44], [-5.28, -2.46, 0.60], [4.11, -0.80, 0.67], [-4.81, 1.80, -2.64], [2.91, 4.67, 4.88], [4.60, -3.38, -4.79], [-4.43, -3.63, 0.65], [4.22, 0.49, 1.31], [3.25, -1.84, 1.20], [2.12, 3.85, 5.77], [-4.86, -1.18, 1.15], [4.14, 5.30, 5.30], [-5.64, 0.67, -2.99], [-1.46, 3.65, 5.28], [-3.37, 1.71, -2.60], [6.72, -2.53, -3.70], [-0.07, 2.34, 1.00], [-1.98, 2.65, 3.30], [-2.04, 1.73, 0.02], [-1.31, 0.66, 2.19], [1.84, 5.91, 4.15], [-5.92, 3.88, -1.41], [-1.63, -0.70, 1.67], [-1.06, 1.61, 1.06], [1.79, 5.60, 2.65], [-2.43, 1.28, 2.95], [-1.28, 2.65, 4.53], [-5.28, 3.19, -3.65], [-5.39, 2.48, -1.09], [6.44, -6.10, -4.74], [-7.34, -2.52, -1.08], [5.96, -1.53, -1.09], [-0.19, -1.40, 1.33], [6.90, -3.98, -5.91], [-6.39, 3.87, -2.87], [7.42, -5.40, -5.69], [-7.87, -2.24, 0.33], [-6.87, -2.87, 1.29], [0.07, -2.76, 2.13], [2.02, 4.09, 2.49], [5.09, -0.44, -1.73], [-0.31, 1.52, 5.07], [3.73, -0.56, -1.05], [6.18, -5.11, -3.61], [5.75, -1.46, 0.42], [-5.84, -2.20, -1.08], [3.21, 3.76, 3.38], [0.83, 5.91, 2.22], [2.25, 6.90, 4.34], [3.12, 0.34, -1.18], [-8.87, -2.64, 0.47], [0.85, 5.82, 4.61], [-7.32, 3.30, -2.95], [-6.58, 4.88, -3.24], [0.64, -0.67, 1.67], [-7.91, -1.15, 0.49], [-4.41, 3.84, -3.75], [3.19, -1.44, -1.40], [5.82, -2.45, 0.88], [-1.90, 1.05, -0.67], [-3.36, 1.45, 2.29], [-5.12, 4.61, -1.29], [-6.19, 1.83, -0.71], [2.58, 6.15, 2.13], [5.02, -0.56, -2.81], [7.51, -5.94, -6.63], [0.14, -2.58, 3.27], [3.29, 2.70, 3.60], [-5.66, -1.16, -1.34], [5.64, -2.51, -1.46], [-6.95, -2.49, 2.30], [-7.86, -1.94, -1.84], [1.13, 3.55, 2.83], [7.05, -5.03, -2.95], [-0.63, -3.61, 1.85], [1.13, -3.10, 1.83], [-4.57, 2.51, -0.38], [5.28, -5.34, -3.03], [4.14, 4.13, 2.94], [-5.60, 2.84, -4.64], [7.72, -3.27, -6.05], [-0.85, 0.50, 5.03], [0.64, 1.38, 4.45], [7.01, -1.42, -1.35], [5.53, 0.54, -1.52], [-6.96, -3.96, 1.28], [0.02, 1.66, 6.15], [6.84, -7.04, -4.36], [5.50, -6.32, -5.26], [-7.49, -3.58, -1.32], [-2.22, -0.71, 0.69], [6.47, -0.78, 0.89], [-6.72, 4.16, -0.73], [-2.68, 0.78, 3.94], [-5.29, -2.86, -1.75], [2.20, 3.82, 1.45], [6.22, -3.93, -6.76], [8.41, -5.37, -5.22]], "homo_lumo_gap_ev": 10.1, "smiles": "CC(=O)OCN(C(=O)O)[C@H](Cl)[C@@H](C)Cl.O=S1(=O)CCCC1.O=S1(=O)CCCC1.O=S1(=O)CCCC1.O=S1(=O)CCCC1.O=S1(=O)CCCC1", "e_lumo_ev": 0.40, "charge": 0}